1.
The following is a quantum chemistry calculation of the molecule CH3NS3 at a distorted geometry, from OMol25.

The geometry in ORCA input format:
```
! RIJCOSX wB97M-V def2-TZVPD def2/J DEFGRID3
* xyz 0 1
S -0.61473 -0.67280 1.79281
S 1.71634 0.80473 0.56376
S -0.14807 0.59576 -2.14044
N -0.73607 0.40151 -0.56516
C 0.23734 0.14225 0.50503
H 0.57182 -0.49492 -2.19883
H -1.65924 0.04465 -0.26862
H 0.63261 -0.82118 2.31145
*
```

Values from the calculation:
energy	-1289.17396	Eh
max |F|	0.074	hartree/bohr
LUMO	-0.031	eV
structure (SMILES)	S=C(S)NS
HOMO	-8.8	eV
relative energy (zero: lowest compared OMol25 entry of this formula, charge and spin)	46.7	kJ/mol

***

2.
The following is a quantum chemistry calculation of the molecule C4H10N2O at a distorted geometry, from OMol25.

The geometry in ORCA input format:
```
! RIJCOSX wB97M-V def2-TZVPD def2/J DEFGRID3
* xyz 0 1
O -0.31941 -0.87478 -2.38345
N -0.42065 -0.20797 -0.30316
N -1.00620 1.37791 1.98234
C 1.60774 0.15642 -1.71014
C -0.58900 0.01260 2.23758
C 0.31824 -0.43481 0.99727
C 0.22667 -0.30679 -1.50806
H -1.40353 1.68095 2.85718
H 1.29120 0.04646 1.28026
H 1.62645 1.09894 -1.34449
H 1.70652 0.13082 -2.81903
H -1.34922 0.14440 -0.23077
H -0.07341 1.92901 1.98505
H 2.45049 -0.43867 -1.15793
H 0.56275 -1.56983 1.11058
H -1.50485 -0.63337 2.35447
H -0.14516 -0.14462 3.17813
*
```

Values from the calculation:
energy	-343.11264	Eh
max |F|	0.080	hartree/bohr
LUMO	0.798	eV
structure (SMILES)	CC(=O)NCCN
HOMO	-9.1	eV
relative energy (zero: lowest compared OMol25 entry of this formula, charge and spin)	233.2	kJ/mol

***

3.
The following is a quantum chemistry calculation of a cluster of 2 separate species, C5H10OSi in total at a distorted geometry, from OMol25.

The geometry in ORCA input format:
```
! RIJCOSX wB97M-V def2-TZVPD def2/J DEFGRID3
* xyz 0 3
Si -1.81188 -0.38975 -1.68484
O -1.37473 0.24248 -0.31363
C 0.35843 -1.27256 0.99592
C 0.40732 0.17890 0.59426
C 0.32925 1.32667 1.56391
C 1.98039 0.65764 -1.41194
C 1.31155 0.43637 -0.42649
H -0.16808 -1.52191 1.83660
H -0.14569 -1.75668 0.29454
H -3.31306 -0.14072 -1.57402
H -1.20507 0.20409 -2.84068
H -0.44763 1.21287 2.34033
H -1.58891 -1.91702 -1.56450
H 2.74188 1.03196 -2.03834
H 1.25230 1.14245 2.25256
H 0.36485 2.15393 0.89433
H 1.30909 -1.58870 1.08197
*
```

Values from the calculation:
energy	-560.97156	Eh
max |F|	0.089	hartree/bohr
expectation value of S²	2.0218
LUMO (spin up / spin down)	0.930 / -3.337	eV
HOMO (spin up / spin down)	-6.4 / -10.1	eV
relative energy (zero: lowest compared OMol25 entry of this formula, charge and spin)	192.3	kJ/mol

***

4.
The following is a quantum chemistry calculation of a structure of composition C26H32N3O2 at a distorted geometry, from OMol25.

The geometry in ORCA input format:
```
! RIJCOSX wB97M-V def2-TZVPD def2/J DEFGRID3
* xyz 1 1
O 1.95359 0.02132 -2.48469
O 3.71026 -0.81918 -1.42756
N -2.99319 -0.56901 -4.39095
N 3.06129 0.90804 0.77609
N -1.69756 0.23423 5.32128
C 1.61679 -0.41336 -4.75827
C -3.55006 -1.72578 -5.05047
C 2.67502 -0.15177 -1.36489
C 0.16440 -0.04986 3.76870
C -2.21023 0.42561 -2.30939
C 4.36564 0.44699 0.86639
C 2.68526 1.94019 1.60795
C -0.28621 -0.54663 1.41699
C 0.38605 -0.75796 0.14014
C 5.24630 0.92817 1.82206
C -0.51863 -1.79105 -1.97125
C 4.83036 1.89739 2.74341
C 2.04091 0.41279 -0.14754
C 3.53019 2.42187 2.59162
C -3.55291 0.67068 -4.88870
C -1.21961 -0.06703 4.07699
C -1.44935 -1.78989 -2.99274
C -1.68704 -0.59018 1.72972
C 0.58790 -0.34975 2.48714
C -2.11648 -0.43470 3.03781
C -3.04831 -0.11736 5.71556
C 2.51798 -0.72046 -3.60707
C -1.39820 0.32302 -1.18175
C -0.48506 -0.73992 -1.03121
C -1.06922 1.16693 6.22520
C -2.24852 -0.64149 -3.24332
H 6.24666 0.48255 1.85584
H -1.53908 2.16781 6.14239
H -4.44743 1.00223 -4.31418
H 0.57948 -0.66444 -4.52314
H -3.84210 0.49339 -5.94224
H 2.51885 -1.77975 -3.32336
H -1.49117 1.05369 -0.36968
H -3.02038 -2.63344 -4.78639
H 1.64933 -0.43334 2.26073
H 0.89912 0.21224 4.53172
H 0.12539 -2.65908 -1.81318
H -3.12344 -0.06559 6.81473
H -1.21752 0.80450 7.25633
H -1.53493 -2.66846 -3.63685
H -2.83587 1.31174 -2.44925
H -4.60491 -1.90104 -4.75248
H 1.46394 1.36071 -0.46242
H 1.68506 2.33258 1.44647
H 0.00164 1.27636 6.03288
H -2.80738 1.48691 -4.87674
H 3.54136 -0.38647 -3.82049
H -3.79625 0.55721 5.26218
H -3.29448 -1.13065 5.37807
H 1.67630 0.65181 -5.00583
H -2.44117 -0.80903 0.97224
H -3.17383 -0.55825 3.27043
H 1.16953 -1.57774 0.18880
H 1.92116 -0.96749 -5.65095
H 5.48541 2.19185 3.57509
H 3.15201 3.18103 3.27947
H -3.48733 -1.60376 -6.14236
H 4.70069 -0.24996 0.12496
*
```

Values from the calculation:
energy	-1324.38106	Eh
max |F|	0.067	hartree/bohr
LUMO	-3.857	eV
HOMO	-9.9	eV
relative energy (zero: lowest compared OMol25 entry of this formula, charge and spin)	263.1	kJ/mol

***

5.
The following is a quantum chemistry calculation of a structure of composition C36H56N3OP2Sr at a distorted geometry, from OMol25.

The geometry in ORCA input format:
```
! RIJCOSX wB97M-V def2-TZVPD def2/J DEFGRID3
* xyz 1 1
Sr 0.22770 -0.44323 0.42879
P -2.64666 0.50658 0.58141
P 2.68504 0.01681 -1.23267
O 1.76425 2.31857 2.63623
N -0.67822 -1.75575 -1.40143
N -0.01347 1.40913 -1.47949
N 0.02426 -2.10889 2.31478
C -3.83340 -0.04756 3.06016
C 3.29815 -1.76716 -1.66187
C -4.21380 -1.59844 -0.25435
C 1.80656 -0.95643 7.25252
C -3.72930 0.13558 -2.01623
C -5.39005 0.66188 -0.23021
C 0.58588 2.73976 -3.39885
C 0.34451 -2.20083 5.78055
C -4.11889 2.35192 2.30258
C -1.10087 2.22793 -1.25218
C 1.46594 1.51317 1.86642
C -3.17209 1.14872 2.35094
C 0.76565 -1.87213 7.06892
C -1.74264 -3.28017 -3.29362
C 4.61952 0.96609 0.51313
C 0.46695 -1.87275 3.38312
C -2.93166 -2.78749 -4.11007
C 4.82510 -1.84389 -1.72608
C -1.91568 1.57158 3.13628
C -0.60843 -3.66451 -4.23358
C -2.10447 -4.55475 -2.54619
C 0.97258 -1.60388 4.67544
C 0.79328 1.67261 -2.52143
C -2.10386 1.94274 -0.26184
C 2.77540 -2.69341 -0.53866
C 2.71912 -2.22509 -3.00891
C -0.41422 3.66477 -3.08454
C 3.29604 2.69869 -0.72442
C 3.98498 1.32429 -0.84480
C 1.95302 0.69181 -2.77943
C 5.04094 1.39409 -1.95030
C 2.05770 -0.72801 4.85830
C 2.45918 -0.39364 6.15029
C -1.23238 3.43095 -2.00047
C -1.29039 -2.22559 -2.28119
C -4.09613 -0.09252 -0.54170
H 2.49377 2.69320 0.02638
H 3.08737 -3.23895 -3.23441
H -4.38492 -1.79733 0.81305
H -6.16725 0.32506 -0.93452
H -0.22032 -2.82108 -4.80529
H -3.65376 1.20548 -2.24813
H -3.29371 -2.12233 -0.55364
H -2.68137 2.83259 0.03564
H -1.38417 2.40264 2.65602
H 2.11899 -0.68224 8.26172
H -5.76613 0.46516 0.78162
H 2.72033 1.16070 -3.41075
H -2.02187 4.12388 -1.70052
H 5.30758 -1.50380 -0.80032
H 3.88501 1.02837 1.32956
H 5.65214 2.29254 -1.77875
H -3.78879 -2.51840 -3.48103
H -0.46494 -2.91509 5.61326
H 1.22935 2.82227 -4.27512
H -2.66788 -1.92067 -4.72320
H -4.40062 2.59873 3.33873
H 5.06509 -0.03731 0.52035
H -0.97975 -4.41431 -4.94106
H 3.07439 -2.34316 0.46370
H -2.48985 -5.29510 -3.25554
H 5.22482 -1.28360 -2.58052
H -4.51608 -0.29189 -2.65808
H -0.52593 4.56232 -3.69096
H 4.60164 1.48084 -2.95169
H -5.05683 -2.02007 -0.81908
H -2.85499 -4.39345 -1.76966
H -3.16778 -0.92457 3.07150
H -2.23376 1.91449 4.13506
H 1.61942 -2.26541 -2.98956
H 5.41947 1.69232 0.71581
H 2.88734 3.04016 -1.68444
H 4.05619 3.42739 -0.40185
H 3.28485 0.30473 6.28937
H -5.27339 1.74534 -0.37350
H -3.25751 -3.58653 -4.78992
H 3.20313 -3.69827 -0.67489
H -1.20827 -4.97121 -2.07421
H -3.64105 3.24115 1.87399
H -5.04749 2.15768 1.75760
H -4.78338 -0.34076 2.59265
H 1.54359 -0.13643 -3.37685
H 3.04407 -1.57661 -3.83467
H 0.21914 -4.11244 -3.67550
H -2.77874 -0.34848 -2.27378
H -4.05170 0.22398 4.10301
H 2.57507 -0.32382 3.98248
H 5.11055 -2.89798 -1.87296
H -1.20765 0.74299 3.28628
H 1.67522 -2.80234 -0.56140
H 0.27224 -2.33578 7.92390
H 5.71480 0.53217 -1.93507
*
```

Values from the calculation:
energy	-2358.12131	Eh
max |F|	0.088	hartree/bohr
LUMO	-2.822	eV
HOMO	-8.0	eV
relative energy (zero: lowest compared OMol25 entry of this formula, charge and spin)	0.0	kJ/mol

***

6.
The following is a quantum chemistry calculation of a structure of composition C4H6MgO4Pr at a distorted geometry, from OMol25.

The geometry in ORCA input format:
```
! RIJCOSX wB97M-V def2-TZVPD def2/J DEFGRID3
* xyz 1 3
Pr -2.77170 0.54667 1.82726
Mg 0.22598 -2.45417 -1.68469
O -1.12504 -1.81434 -0.46866
O 1.37973 -0.94178 -0.85230
O -3.81949 1.02901 3.71401
O 1.42322 -2.33264 -3.15886
C 0.49692 -0.18406 -0.05595
C 2.00840 -0.31026 -1.97583
C 2.45800 -1.43656 -2.90728
C -0.74700 -0.68251 0.17341
H 2.85023 0.31157 -1.63593
H 0.93166 0.70765 0.39809
H -3.77309 0.60934 4.57499
H 2.83425 -0.96345 -3.83637
H 1.26420 0.33053 -2.47884
H 3.32855 -1.94309 -2.43880
*
```

Values from the calculation:
energy	-1173.78019	Eh
max |F|	0.049	hartree/bohr
expectation value of S²	2.4895
LUMO (spin up / spin down)	-5.627 / -5.053	eV
HOMO (spin up / spin down)	-11.6 / -11.7	eV